(1)
Entry from the OMol25 dataset: C21H44B3NO15 as an isolated structure at a distorted geometry (the ωB97M-V functional and the def2-TZVPD basis).

Spin multiplicity = 1
Charge = 0
Lowest unoccupied orbital energy = 0.4 eV
Total energy = -56728.2935 eV
Max |F| = 4.11 eV Å⁻¹
Kohn-Sham gap = 9.7 eV

Atoms and positions in Å:
C: 2.90777 -5.10418 1.97893
C: 3.51041 -5.15914 0.57211
O: 3.77073 -3.88062 0.03425
C: 2.63503 -3.33171 -0.58463
C: 2.68563 -1.81934 -0.66334
O: 2.93638 -1.15562 0.54473
C: 2.01351 -1.43063 1.58747
B: 0.55268 -0.85122 1.42580
O: -0.11426 -0.45545 2.58514
B: -1.41808 -0.87198 2.47911
O: -1.79966 -1.85087 1.56739
B: -1.15351 -1.77083 0.36184
C: -1.36066 -2.72461 -0.86748
C: -2.29701 -3.89605 -0.60267
O: -3.41335 -3.77296 -0.90145
N: -1.87338 -5.09914 0.03852
C: -1.88653 -4.99329 1.49930
C: -0.61571 -5.64750 -0.48835
O: -0.18669 -0.75124 0.26121
H: 1.83135 -4.97007 1.89825
H: 3.28786 -4.20862 2.44974
H: 3.16112 -5.98886 2.54246
H: 2.88980 -5.76898 -0.08565
H: 4.46410 -5.66488 0.64581
H: 2.53862 -3.69505 -1.61187
H: 1.71278 -3.62859 -0.08217
H: 1.78923 -1.48296 -1.18743
H: 3.51634 -1.57265 -1.31546
H: 2.42259 -0.96503 2.47694
H: 1.92586 -2.49241 1.83928
H: -2.21530 -0.34515 3.18210
H: -0.38125 -3.00400 -1.24124
H: -1.81436 -2.14411 -1.66172
H: -2.89761 -4.75852 1.80030
H: -1.18123 -4.27024 1.90749
H: -1.69675 -5.98250 1.88905
H: -0.82034 -6.51671 -1.10287
H: -0.05002 -4.95431 -1.10219
H: -0.00157 -5.97325 0.34162
C: 6.13417 1.45926 6.63691
C: 6.69529 0.07447 6.39029
O: 6.00185 -0.60080 5.33234
C: 6.30992 -0.20259 4.09463
O: 7.11950 0.64002 3.80209
O: 5.56410 -0.90269 3.23874
C: 5.72274 -0.52643 1.86536
H: 5.05932 1.40830 6.81740
H: 6.61674 1.91807 7.50008
H: 6.28910 2.10613 5.77444
H: 6.55520 -0.54296 7.27603
H: 7.76395 0.10609 6.17746
H: 6.76942 -0.55523 1.56840
H: 5.30890 0.46734 1.70079
H: 5.16526 -1.24016 1.26954
C: -2.23479 2.73489 -1.32833
C: -1.75081 1.58973 -2.19160
O: -1.73238 1.95625 -3.57950
C: -0.71965 2.73770 -3.95671
O: 0.17504 3.13323 -3.25434
O: -0.86981 3.00878 -5.25682
C: 0.10429 3.91114 -5.78489
H: -3.20373 3.09385 -1.67966
H: -2.32996 2.42219 -0.28815
H: -1.54581 3.57785 -1.36708
H: -2.44481 0.75419 -2.10644
H: -0.76920 1.23462 -1.87657
H: 1.11402 3.56105 -5.58206
H: -0.04078 4.90680 -5.36774
H: -0.04984 3.94983 -6.85968
C: -5.14118 4.46405 -3.94624
C: -5.07453 5.94390 -3.63414
O: -6.38108 6.52803 -3.53389
C: -7.04126 6.27049 -2.40441
O: -6.63353 5.62367 -1.47322
O: -8.23860 6.85754 -2.48183
C: -9.09394 6.59699 -1.36761
H: -5.73871 4.28733 -4.84170
H: -4.14009 4.06002 -4.10358
H: -5.60874 3.90894 -3.13351
H: -4.57689 6.46956 -4.44724
H: -4.50699 6.13731 -2.72343
H: -8.60471 6.85062 -0.42968
H: -9.39801 5.55116 -1.36411
H: -9.97359 7.22268 -1.49073

Results of the Löwdin charge analysis, in e, for atoms 1 through 6: atom 1 (C): -0.0577, atom 2 (C): -0.2623, atom 3 (O): -0.1144, atom 4 (C): -0.2172, atom 5 (C): -0.1791, atom 6 (O): -0.1242

=====

(2)
Entry from the OMol25 dataset: C21H44BaN9O2 as an isolated structure (the ωB97M-V functional and the def2-TZVPD basis).

Spin multiplicity = 1
Charge = +1
Lowest unoccupied orbital energy = -2.9 eV
Total energy = -40685.0134 eV
Energy above the lowest of the compared OMol25 structures with the same formula, charge and spin = 17.4 kJ/mol
Max |F| = 0.70 eV Å⁻¹
Kohn-Sham gap = 6.2 eV

Atoms and positions in Å:
Ba: -0.25308 -0.47273 -0.02193
C: 3.22297 -0.30208 -2.45217
C: 2.49084 -1.63662 -2.52822
N: 1.82661 -2.06741 -1.28163
C: 2.77765 -2.56566 -0.27046
C: 3.06307 -1.57128 0.83816
N: 1.89759 -1.38899 1.71704
C: 2.25092 -0.70011 2.96943
C: 2.53224 0.79495 2.83052
C: 1.30684 1.70087 2.73452
N: 0.69112 1.82409 1.40136
C: 1.36794 2.79855 0.52179
C: 2.29637 2.17153 -0.50670
N: 1.54737 1.28938 -1.40619
C: 2.33112 0.92440 -2.60116
H: 3.83614 -0.23810 -1.54990
H: 3.93357 -0.28248 -3.28204
H: 1.71865 -1.56833 -3.29932
H: 3.19603 -2.41305 -2.84946
H: 1.23827 -2.85383 -1.54152
H: 2.36700 -3.47610 0.17691
H: 3.72291 -2.85440 -0.74327
H: 3.93331 -1.92089 1.41082
H: 3.32633 -0.60380 0.41026
H: 1.59279 -2.32246 1.98544
H: 1.42217 -0.83801 3.66988
H: 3.13069 -1.17807 3.41944
H: 3.07834 1.09133 3.72916
H: 3.21811 0.98563 2.00299
H: 0.54440 1.30074 3.40931
H: 1.57445 2.69583 3.11046
H: -0.25101 2.17061 1.55331
H: 0.59095 3.33620 -0.02489
H: 1.92077 3.54226 1.10591
H: 2.79059 2.97958 -1.06338
H: 3.09219 1.59367 -0.02991
H: 0.72057 1.79200 -1.73779
H: 1.62640 0.72689 -3.40617
H: 2.94132 1.77856 -2.92085
C: -1.86255 1.81866 -1.59208
C: -2.74070 1.08914 -0.75626
C: -2.84424 -0.22157 -1.26663
C: -2.02310 -0.30545 -2.41344
C: -1.44417 0.96411 -2.62783
C: -0.76985 1.42573 -3.88890
C: -1.88136 -1.52240 -3.28613
C: -3.70668 -1.33096 -0.72775
C: -3.61739 1.70507 0.29736
C: -1.66271 3.30731 -1.56463
H: -1.49743 1.87919 -4.56855
H: -0.30192 0.60627 -4.43739
H: -0.00688 2.19025 -3.71414
H: -2.72685 -1.64179 -3.96948
H: -1.82937 -2.44655 -2.70105
H: -0.98137 -1.47779 -3.90422
H: -4.66627 -1.39920 -1.24852
H: -3.93172 -1.19423 0.33286
H: -3.23089 -2.31037 -0.82964
H: -4.38439 2.34838 -0.14446
H: -3.06698 2.33961 1.00310
H: -4.16691 0.94619 0.86251
H: -2.34874 3.81784 -2.24811
H: -0.65611 3.60830 -1.87323
H: -1.83921 3.72962 -0.57188
N: -2.09678 0.48928 2.90918
N: -2.37506 -0.59235 3.75509
C: -2.11266 -1.85567 3.35041
N: -2.39571 -2.82988 4.21081
N: -1.65225 -1.97013 2.10126
N: -1.20453 -3.19586 1.67467
O: -0.87190 -3.19951 0.49625
O: -1.12516 -4.17911 2.39133
H: -1.81014 1.26905 3.48772
H: -2.91901 0.75508 2.37535
H: -3.06396 -0.47302 4.48378
H: -2.66479 -2.61294 5.15525
H: -2.13483 -3.77297 3.96765

Results of the Löwdin charge analysis, in e, for atoms 1 through 6: atom 1 (Ba): 1.8625, atom 2 (C): -0.1616, atom 3 (C): -0.2076, atom 4 (N): -0.1525, atom 5 (C): -0.2018, atom 6 (C): -0.2215

=====

(3)
Entry from the OMol25 dataset: C21H44Br18FIOPS2 as an isolated structure at a distorted geometry (the ωB97M-V functional and the def2-TZVPD basis).

Spin multiplicity = 1
Charge = +1
Lowest unoccupied orbital energy = -4.0 eV
Total energy = -1327073.1077 eV
Max |F| = 5.28 eV Å⁻¹
Kohn-Sham gap = 7.1 eV

Atoms and positions in Å:
C: 0.60576 0.55393 0.19976
C: 0.38035 0.03224 -1.26486
F: 1.57511 -0.60742 -1.64910
C: -0.79158 -1.03791 -1.41946
S: -2.02825 -0.64449 -0.07606
S: -3.38142 -2.24357 0.20076
P: -3.16421 1.03834 -0.98096
O: -2.05332 2.26232 -1.41080
I: -4.18931 0.29190 -3.10655
H: 0.64803 -0.32345 0.88279
H: -0.11289 1.33798 0.52441
H: 1.61787 1.03610 0.21707
H: 0.23929 0.86361 -1.98803
H: -0.42613 -2.08319 -1.35397
H: -1.27701 -0.89657 -2.42055
H: -2.55438 -3.34833 0.31589
H: -1.55279 2.57287 -0.64021
Br: -4.75018 0.08675 0.49420
C: -6.46080 0.10059 1.45606
C: -6.49114 1.22379 2.45366
Br: -5.43743 0.79783 4.03628
H: -6.58637 -0.88318 1.90548
H: -7.22209 0.24218 0.68708
H: -7.50568 1.38054 2.81655
H: -6.10264 2.15992 2.05841
Br: -9.94742 -1.40535 1.88070
C: -10.81361 0.34015 1.84917
C: -10.92846 0.87022 0.44365
Br: -9.21880 1.55545 -0.19443
H: -10.24025 0.98955 2.50599
H: -11.80101 0.17648 2.27891
H: -11.60779 1.72097 0.40936
H: -11.25554 0.12117 -0.27300
Br: 2.50142 2.57648 3.40612
C: 1.37731 2.17218 4.94136
C: 0.51620 0.96850 4.67645
Br: -0.99321 1.41106 3.52352
H: 0.80898 3.07147 5.16561
H: 2.07000 1.97256 5.75842
H: 0.06933 0.60619 5.60144
H: 1.05504 0.15550 4.19682
Br: 2.02242 3.42117 -3.46313
C: 3.81193 2.77026 -3.88443
C: 4.14438 1.53075 -3.09442
Br: 4.59853 1.96387 -1.25065
H: 4.49949 3.59332 -3.70414
H: 3.78885 2.55053 -4.95026
H: 5.03200 1.04554 -3.49859
H: 3.32776 0.81279 -3.05870
Br: -1.52050 -1.97857 -5.49931
C: 0.23041 -2.68475 -5.99951
C: 0.55830 -3.96332 -5.27066
Br: 1.11577 -3.63162 -3.43594
H: 0.95210 -1.89115 -5.82237
H: 0.15667 -2.87134 -7.07021
H: 1.41129 -4.45713 -5.73441
H: -0.27779 -4.65767 -5.22636
Br: 6.10345 7.00333 -5.15802
C: 4.34607 7.55717 -5.79092
C: 3.29199 6.54264 -5.43250
Br: 3.37288 4.99143 -6.60864
H: 4.43268 7.72531 -6.86141
H: 4.14965 8.50580 -5.29263
H: 2.29481 6.95684 -5.57676
H: 3.38228 6.17289 -4.41363
Br: 6.30677 1.30217 5.99864
C: 7.18722 1.60337 4.28761
C: 6.59062 0.73867 3.20696
Br: 7.20656 -1.10505 3.34986
H: 8.24881 1.42763 4.44241
H: 7.02640 2.65781 4.06573
H: 6.91910 1.07299 2.22333
H: 5.50354 0.71212 3.23297
Br: -2.20885 -5.14313 -3.08231
C: -2.11252 -6.31199 -1.52614
C: -0.70679 -6.80865 -1.30339
Br: -0.24844 -8.22109 -2.56157
H: -2.83076 -7.11222 -1.68577
H: -2.44059 -5.69842 -0.68700
H: -0.61257 -7.26284 -0.31733
H: 0.04483 -6.02971 -1.41404
Br: 2.63701 -1.83299 6.12155
C: 4.44031 -2.44730 5.70059
C: 4.79537 -3.68230 6.48630
Br: 5.23339 -3.24541 8.33301
H: 5.11098 -1.61160 5.88767
H: 4.42531 -2.66254 4.63274
H: 5.69408 -4.14643 6.08197
H: 3.99386 -4.41648 6.51582

Results of the Löwdin charge analysis, in e, for atoms 1 through 6: atom 1 (C): -0.0955, atom 2 (C): -0.3881, atom 3 (F): -0.0610, atom 4 (C): -0.3465, atom 5 (S): 0.4204, atom 6 (S): 0.3577